Below is a structure of composition C5H8O, with properties calculated with ωB97M-V with the def2-TZVPD basis set.

Geometry (Å):
C (-1.6128, 0.1027, 0.3232)
C (-2.9163, -0.1466, 0.2744)
C (1.8207, 0.6162, -0.8016)
C (1.5674, -0.8375, -0.4961)
O (1.5717, -0.4903, 0.9270)
C (1.8004, 0.8085, 0.5187)
H (-1.1246, 0.7393, -0.4124)
H (-0.9672, -0.3140, 1.0936)
H (-3.4069, -0.7781, 1.0114)
H (-3.5503, 0.2731, -0.5034)
H (0.5922, -1.2454, -0.7790)
H (2.3709, -1.5465, -0.7128)
H (1.9016, 1.6057, 1.2474)
H (1.9531, 1.2130, -1.6905)

Strongest force on any atom: 0.4 eV Å⁻¹
LUMO: 1.127 eV
Net charge: 0
Energy above the lowest of the compared OMol25 structures with the same formula, charge and spin: 74.9 kcal/mol